68
Properties=species:S:1:pos:R:3:mulliken_charge:R:1 method="wB97M-V/def2-TZVPD" e_homo_ev="-5.062 / -5.049" de_lowest_kcal_mol=0.0 e_lumo_ev="-0.48 / -0.48" fmax_ev_per_a=2.81
C -2.61983 -2.23855 -2.94442 -0.740
C -1.54976 -1.66828 -2.26511 0.382
N -1.75604 -1.01185 -1.09107 0.081
C -2.96892 -1.01075 -0.51965 0.604
C -4.06158 -1.57843 -1.16411 -0.722
C -3.88473 -2.20820 -2.38889 -0.605
C -0.15146 -1.88163 -2.81750 -1.336
P 1.19117 -1.20318 -1.66757 1.033
In -0.04599 0.47984 -0.11810 1.069
P -1.98780 0.77418 1.51499 1.060
C -3.25537 -0.36465 0.83694 -1.496
C 1.81597 0.94194 1.06918 0.310
C 2.76757 0.06606 1.56512 0.181
C 3.81197 0.58898 2.36407 -0.805
C 3.90022 1.96471 2.63515 -0.386
C 2.96876 2.84994 2.07441 -0.685
C 1.96143 2.30529 1.25965 -0.701
O -0.63526 2.34412 -5.09163 -0.613
O -0.54611 2.53007 -0.29495 -0.697
H -2.42843 -2.65778 -3.92060 0.523
H -5.02077 -1.51658 -0.66662 0.508
H -4.71808 -2.69032 -2.87123 0.433
C 2.03680 -2.78758 -1.37589 -1.605
C 2.39295 -0.22938 -2.64982 -1.192
H -4.18745 0.22920 0.76899 0.581
H -3.41900 -1.14790 1.60374 0.455
H 0.02710 -1.53411 -3.86480 0.536
H 0.08221 -2.96810 -2.88112 0.442
C -1.76547 0.46306 3.27091 -1.166
C -2.64055 2.46329 1.35833 -1.367
H 2.73043 -1.00742 1.35114 0.215
H 4.54903 -0.11314 2.76592 0.359
H 4.70110 2.35336 3.26750 0.353
H 3.02049 3.92891 2.24047 0.391
H 1.25251 2.95535 0.75711 0.438
H -0.06854 4.22229 -2.63626 -0.234
H -0.96401 2.55471 -1.16278 0.125
H -0.06557 2.08842 -4.35092 0.314
H -1.32871 1.65797 -5.05576 0.315
H 0.48442 4.73259 -2.53942 0.207
H 2.34373 -3.26002 -2.32179 0.477
H 2.90914 -2.64871 -0.73081 0.417
H 1.34390 -3.47604 -0.87905 0.351
H 3.07544 -0.86581 -3.22559 0.415
H 1.89711 0.47248 -3.33301 0.300
H 3.01049 0.36101 -1.96034 0.325
H -3.67455 2.56394 1.70132 0.463
H -1.97652 3.13957 1.90821 0.366
H -2.56373 2.77786 0.31063 0.344
H -2.72324 0.57434 3.79839 0.413
H -1.35970 -0.54615 3.40655 0.041
H -1.03733 1.19594 3.64522 0.399
C 0.02650 -2.77641 4.81729 -1.076
Si -0.16573 -3.56025 3.09430 0.014
C 1.21839 -4.84115 2.88830 -1.077
C -1.83841 -4.46523 2.96826 -1.084
C -0.05280 -2.24551 1.82784 0.349
H 0.25652 -3.53387 5.58310 0.336
H -0.87938 -2.24035 5.13706 0.287
H 0.85562 -2.05318 4.80208 0.302
H 1.23240 -5.59647 3.68926 0.313
H 1.11639 -5.36794 1.92806 0.262
H 2.19394 -4.33279 2.88334 0.285
H -2.67785 -3.80126 3.23124 0.293
H -1.99946 -4.81984 1.93690 0.277
H -1.87531 -5.34233 3.63738 0.323
H 0.74958 -1.50694 1.78973 -0.215
H -0.50536 -2.34166 0.84128 -0.460